Entry from the OMol25 dataset: a 2-piece molecular cluster, CIO4S overall at a distorted geometry (the ωB97M-V functional and the def2-TZVPD basis).

As for the HOMO-LUMO gap (spin up / spin down): 5.6374 / 5.6356 eV. The total energy is -1034.9874 Ha. The calculation puts the energy above the lowest of the compared OMol25 structures with the same formula, charge and spin at 0.999 eV. The multiplicity is 1. The strongest force on any atom is 0.0432 hartree/bohr. Its total charge is -1. Its LUMO energy (spin up / spin down) is 0.05535 / 0.05532 hartree.

Each line ends with the Mulliken charge.
Positions of all 7 atoms, in Å:
C (-1.29, -0.23, -0.69)  0.111
O (1.93, 1.51, -0.40)  -0.445
O (-1.56, -0.55, -1.76)  -0.298
O (1.78, -0.95, 0.00)  -0.400
O (1.04, 0.68, 1.73)  -0.415
S (1.36, 0.40, 0.33)  0.976
I (-3.26, -0.85, 0.79)  -0.529